[1]
Density functional theory data (ωB97M-V with the def2-TZVPD basis set) for an isolated molecule of C5H11N3 in a non-equilibrium geometry.

The geometry in ORCA input format:
```
! wB97M-V def2-TZVPD RIJCOSX def2/J DEFGRID3
* xyz 0 1
N -2.254 0.073 -0.524
N 0.761 -1.282 -1.639
N 2.065 -1.328 0.283
C -0.428 1.446 0.169
C -1.064 0.246 0.160
C -0.339 -0.997 0.618
C 0.734 1.861 1.020
C 0.920 -1.111 -0.288
H -2.820 -0.691 -0.162
H -0.921 2.283 -0.322
H -0.027 -0.913 1.663
H 1.401 -1.907 -2.109
H 1.090 1.071 1.684
H -0.956 -1.894 0.493
H -0.196 -1.317 -1.982
H 2.794 -1.367 -0.431
H 1.560 2.175 0.376
H 0.455 2.716 1.644
H -2.776 0.936 -0.653
*
```

## Properties
* LUMO level: 0.032 Eh
* max |F|: 0.064 Eh/bohr
* Kohn-Sham gap: 8.6 eV
* SMILES: [H]/N=C(\N)C/C(N)=C\C

Atom charges from the natural (NBO) analysis, given in e for atoms 1 to 8: atom 1 (N): -0.8217, atom 2 (N): -0.8415, atom 3 (N): -0.7192, atom 4 (C): -0.2771, atom 5 (C): 0.1726, atom 6 (C): -0.5071, atom 7 (C): -0.6362, atom 8 (C): 0.4748

=====

[2]
Density functional theory data (ωB97M-V with the def2-TZVPD basis set) for C17H12N4O7PdS as an isolated structure in a non-equilibrium geometry.

The geometry in ORCA input format:
```
! wB97M-V def2-TZVPD RIJCOSX def2/J DEFGRID3
* xyz 0 3
Pd 8.357 14.268 7.847
S 8.017 11.295 8.671
O 4.693 13.779 10.378
O 7.720 12.130 5.036
O 6.801 11.375 9.441
O 10.376 14.557 8.527
O 5.887 14.112 8.494
O 9.230 11.475 9.374
O 11.689 14.640 10.321
N 8.169 14.342 9.943
N 8.025 12.311 7.374
N 8.121 16.218 7.597
N 7.234 18.095 6.975
C 6.975 14.255 10.591
C 7.812 11.646 6.176
C 6.995 16.834 7.372
C 7.558 9.169 5.482
C 6.866 14.128 12.001
C 7.630 7.837 5.919
C 8.062 14.200 12.679
C 10.568 14.559 9.798
C 9.309 14.432 12.061
C 7.901 7.516 7.261
C 8.589 18.227 6.799
C 8.077 8.515 8.212
C 9.314 14.432 10.643
C 9.190 17.065 7.192
C 7.935 9.816 7.723
C 5.808 14.089 9.716
C 7.747 10.176 6.425
H 7.989 6.455 7.531
H 5.932 13.930 12.545
H 7.349 9.464 4.463
H 6.571 18.855 6.801
H 10.200 14.563 12.631
H 7.502 7.006 5.247
H 6.000 16.383 7.476
H 7.963 14.115 13.757
H 8.327 8.339 9.245
H 8.986 19.131 6.349
H 10.200 16.697 7.306
H 3.934 13.642 9.739
*
```

## Properties
* LUMO level (alpha / beta): -0.027 / -0.031 Eh
* max |F|: 0.049 Eh/bohr
* ⟨S²⟩: 2.005
* Kohn-Sham gap (alpha / beta): 7.8 / 8.0 eV

Atom charges from the natural (NBO) analysis, given in e for atoms 1 to 8: atom 1 (Pd): 1.2389, atom 2 (S): 2.3093, atom 3 (O): -0.6614, atom 4 (O): -0.6088, atom 5 (O): -0.9701, atom 6 (O): -0.7279, atom 7 (O): -0.6114, atom 8 (O): -0.9410

=====

[3]
Density functional theory data (ωB97M-V with the def2-TZVPD basis set) for C22H66B2Ca2F10O11 as an isolated structure in a non-equilibrium geometry.

The geometry in ORCA input format:
```
! wB97M-V def2-TZVPD RIJCOSX def2/J DEFGRID3
* xyz 0 1
Ca -1.401 1.895 0.147
Ca -0.475 -1.214 -1.644
F -1.961 0.587 -1.713
F -2.156 -1.809 0.356
F -1.405 -3.131 -1.112
F 0.796 4.735 -1.447
F 0.555 3.285 0.176
F -3.044 -3.814 0.422
F -0.932 -3.513 1.029
F 0.125 0.052 0.234
F 1.606 2.586 -1.707
F -0.548 2.998 -1.737
O -1.174 3.077 2.191
O 1.466 -2.331 -1.470
O 4.146 3.376 -0.765
O -4.655 0.514 -2.946
O -2.347 0.456 1.684
O 3.989 -2.169 0.145
O -3.220 3.340 -0.065
O 1.273 -0.787 4.212
O 1.060 0.067 -3.053
O 2.504 -0.258 1.681
O -1.123 -2.177 -3.690
C -1.398 -1.142 -5.797
C 3.027 -4.122 1.052
C -5.235 -0.731 -2.894
C 3.467 0.758 1.683
C -5.599 2.778 -0.192
C 2.853 -4.110 -2.385
C -0.083 2.747 2.983
C -0.546 -0.905 5.691
C -0.141 -1.038 4.149
C 1.765 -0.686 -3.988
C 3.261 -0.576 -3.706
C 5.276 4.397 1.257
C -3.944 -0.900 3.015
C 4.330 -3.253 0.874
C -3.466 0.530 2.550
C -4.405 3.389 -0.916
C 1.462 -3.670 -1.962
C -5.020 -1.272 -1.489
C 4.743 0.198 2.268
C -0.422 2.788 4.514
C -1.994 -1.343 -4.501
C 3.930 4.022 0.480
B 0.580 3.411 -1.171
B -1.929 -3.102 0.176
H -4.174 2.901 -1.863
H 0.715 -3.787 -2.747
H 1.507 0.915 -2.993
H -5.341 -0.681 -0.632
H 3.561 1.087 0.648
H 3.008 1.630 2.150
H -0.854 -2.847 -4.322
H 3.761 -1.399 0.671
H 3.178 -4.718 1.952
H 4.667 -0.786 2.731
H 3.640 0.446 -3.705
H 3.396 4.945 0.255
H 3.821 -1.138 -4.453
H 2.887 -4.105 -3.474
H -3.241 4.196 0.369
H -0.926 3.674 4.902
H -4.575 -1.269 2.206
H 1.499 -1.743 -3.962
H -0.343 -1.987 3.654
H -5.500 1.693 -0.174
H -4.508 4.436 -1.201
H -0.057 -1.679 6.283
H 2.884 -4.787 0.201
H 3.281 3.349 1.041
H 3.571 -3.353 -2.067
H 2.263 -2.125 -0.977
H -5.636 -2.170 -1.441
H -6.541 2.914 -0.722
H -0.643 -0.446 3.384
H -6.290 -0.535 -3.081
H 4.729 -2.922 1.833
H 5.553 0.071 1.550
H 0.437 2.509 5.124
H 1.571 -0.185 -4.936
H -0.218 0.050 6.102
H 3.372 3.470 -1.326
H 2.986 -5.095 -1.937
H 1.117 -4.334 -1.170
H -4.579 -0.879 3.900
H 1.664 0.023 1.309
H 5.111 -3.734 0.284
H -1.987 -0.433 1.719
H -5.718 3.130 0.833
H -4.047 -1.717 -1.280
H -1.272 -2.052 -6.384
H -3.234 1.194 3.382
H -1.616 -1.040 5.852
H 3.674 -0.935 -2.763
H -1.492 3.936 2.481
H 5.914 5.088 0.707
H -3.120 -1.563 3.280
H 0.069 1.701 2.717
H -4.929 -1.457 -3.647
H -4.322 1.004 2.071
H -1.171 2.055 4.815
H -3.735 0.452 -2.679
H -2.996 -1.711 -4.723
H -2.189 -0.741 -6.431
H 0.859 3.267 2.807
H 5.846 3.473 1.354
H 1.536 -0.601 3.308
H 2.190 -3.425 1.082
H -0.548 -0.462 -5.844
H 5.022 0.900 3.053
H -2.039 -0.442 -3.890
H 4.959 4.844 2.199
*
```

## Properties
* LUMO level: -0.008 Eh
* max |F|: 0.083 Eh/bohr
* Kohn-Sham gap: 9.2 eV

Atom charges from the Mulliken analysis, given in e for atoms 1 to 8: atom 1 (Ca): 1.2033, atom 2 (Ca): 0.8145, atom 3 (F): -0.0865, atom 4 (F): -0.0613, atom 5 (F): -0.2787, atom 6 (F): -0.3161, atom 7 (F): 0.1073, atom 8 (F): -0.3440